(1)
This record from the OMol25 dataset describes C6H8F3O3S4SbTa as an isolated structure in a non-equilibrium geometry. The level of theory is ωB97M-V/def2-TZVPD.

The geometry in XYZ format:
```
26
Properties=species:S:1:pos:R:3
Ta -0.75430 1.38592 0.54278
S -0.47955 -1.75333 3.48490
Sb -0.98155 0.35020 3.70753
S -2.61397 0.85858 1.60470
S 0.75611 1.63128 2.16771
S -1.56243 1.84400 5.14969
C 1.16490 -2.21057 -0.83805
C -0.12202 -2.83156 -0.29619
C -1.07462 -1.66238 -0.23375
O -0.17905 -0.50216 0.07985
C 1.24864 -0.90426 -0.08566
H 1.08915 -2.03204 -1.91113
H 2.04341 -2.82386 -0.64867
H 0.04025 -3.23261 0.70398
H -0.51537 -3.62023 -0.93407
H -1.81085 -1.70349 0.56173
H -1.54424 -1.43624 -1.18975
H 1.64143 -1.00240 0.92504
H 1.75723 -0.10062 -0.61223
F 1.61984 2.44345 -1.20931
C 0.78162 3.07218 -2.09344
F 0.98554 4.35963 -2.04632
F 0.98334 2.59253 -3.29398
C -0.56320 2.61965 -1.47540
O -0.95637 3.21203 -0.39473
O -0.95396 1.44632 -1.66523
```

## Properties
molecular weight: 616.10 g mol⁻¹
LUMO energy: -5.08 eV
charge: +1
multiplicity: 1
frontier orbital gap: 7.58 eV
relative energy (zero: lowest compared OMol25 entry of this formula, charge and spin): 0.0 kcal per mole
electronic energy: -72072.65144 eV

Atomic partial charges in e from the Mulliken method, atoms 1 to 2: atom 1 (Ta): 0.769, atom 2 (S): -0.415

***

(2)
This record from the OMol25 dataset describes a 2-piece molecular cluster, C4H7BrO overall in a non-equilibrium geometry. The level of theory is ωB97M-V/def2-TZVPD.

The geometry in XYZ format:
```
13
Properties=species:S:1:pos:R:3
C -0.92077 2.31302 1.16631
C -0.05606 1.37924 1.18343
C 1.17712 -1.75528 -0.95161
C -0.54045 -0.37632 -0.22115
O 0.58105 -0.53588 -0.92515
Br -1.93240 0.26584 -1.41040
H -0.71194 3.31983 1.38685
H -1.94169 2.18314 0.87086
H 0.96532 0.91996 1.34498
H 0.55190 -2.60556 -0.82720
H 1.97136 -1.79571 -0.18149
H 1.72125 -2.08544 -1.94364
H -0.86468 -1.22684 0.50820
```

## Properties
molecular weight: 151.00 g mol⁻¹
LUMO energy (spin up / spin down): 0.85 / -1.20 eV
charge: 0
multiplicity: 3
frontier orbital gap (spin up / spin down): 6.84 / 8.71 eV
relative energy (zero: lowest compared OMol25 entry of this formula, charge and spin): 69.1 kcal per mole
electronic energy: -76344.15071 eV

Atomic partial charges in e from the Mulliken method, atoms 1 to 2: atom 1 (C): -0.534, atom 2 (C): -0.216